(1)
{"formula": "C33H78BBrF5N8O9P4S", "method": "the ωB97M-V functional and the def2-TZVPD basis", "e_lumo_ev": -3.57, "gap_ev": 5.9, "charge": 1, "symbols": ["C", "C", "C", "C", "C", "C", "C", "B", "O", "N", "C", "C", "N", "C", "O", "C", "C", "O", "C", "C", "C", "P", "O", "P", "C", "O", "C", "C", "S", "O", "O", "C", "Br", "C", "F", "F", "C", "F", "F", "F", "H", "H", "H", "H", "H", "H", "H", "H", "H", "H", "H", "H", "H", "H", "H", "H", "H", "H", "H", "H", "H", "H", "H", "H", "H", "H", "H", "H", "H", "H", "H", "H", "H", "H", "H", "H", "H", "H", "H", "H", "H", "H", "O", "P", "N", "C", "C", "N", "C", "C", "N", "C", "C", "H", "H", "H", "H", "H", "H", "H", "H", "H", "H", "H", "H", "H", "H", "H", "H", "H", "H", "O", "P", "N", "C", "C", "N", "C", "C", "N", "C", "C", "H", "H", "H", "H", "H", "H", "H", "H", "H", "H", "H", "H", "H", "H", "H", "H", "H", "H"], "xyz": [[-1.6869, -0.9001, 5.6038], [-1.0185, 0.4611, 4.9040], [0.1922, -0.0609, 3.8747], [-0.0361, 0.5080, 2.3181], [1.3366, 1.1701, 1.6872], [1.7338, 0.6799, 0.1921], [2.7791, -0.5588, 0.0296], [1.8608, -1.9248, 0.3882], [0.4338, -2.0807, 0.0154], [2.4194, -3.1042, 1.2226], [1.8515, -3.0423, 2.6565], [1.8937, -4.4339, 0.7101], [3.7896, -0.5709, 1.2015], [4.7045, 0.6251, 1.1559], [5.3587, 0.7433, 2.4602], [4.7318, 1.6848, 3.3724], [5.8752, 2.6052, 4.1744], [5.1966, 3.4367, 5.2033], [4.5380, 4.6073, 4.6029], [2.9025, 4.5076, 4.9276], [5.7647, 0.3298, -0.0592], [6.3178, 2.1310, -0.5992], [7.6399, 1.9446, -1.4957], [7.4470, -0.3466, 0.6615], [8.4020, 1.1169, 1.5225], [7.1486, -1.6042, 1.8556], [5.1995, -0.5031, -1.3413], [6.0751, -1.7747, -1.8552], [6.2900, -3.2837, -0.8562], [5.2396, -3.6833, 0.1784], [6.4491, -4.5110, -1.8363], [3.5363, -0.6737, -1.4394], [3.0337, -2.5649, -2.0671], [2.9662, 0.2378, -2.6488], [3.3905, 1.6907, -2.6100], [3.6541, -0.2907, -3.8973], [1.4260, 0.2772, -3.0711], [1.3124, 0.2766, -4.5810], [0.4657, -0.6995, -2.5980], [0.8789, 1.6367, -2.6925], [-1.7124, -1.8223, 4.8699], [-2.8150, -0.7257, 5.9346], [-1.0631, -1.2188, 6.5526], [-1.8931, 0.9804, 4.3252], [-0.5616, 1.1156, 5.7639], [1.2085, 0.3025, 4.3371], [0.1648, -1.2291, 3.9360], [-0.5430, -0.3026, 1.6457], [-0.8481, 1.3742, 2.4456], [2.1589, 1.0839, 2.5103], [1.1008, 2.3390, 1.6013], [2.2361, 1.6232, -0.3413], [0.6998, 0.5366, -0.3882], [0.3458, -2.6127, -0.8521], [2.4235, -2.2945, 3.3489], [2.0601, -4.1260, 3.1121], [0.6850, -2.9215, 2.6526], [0.9964, -4.8716, 1.3644], [1.5054, -4.4217, -0.3918], [2.8183, -5.1808, 0.7363], [4.4349, -1.4180, 1.1475], [3.3023, -0.7175, 2.1370], [4.2045, 1.6520, 0.9169], [4.1330, 1.0720, 4.1980], [3.9789, 2.4497, 2.9195], [6.6739, 1.9315, 4.7124], [6.4412, 3.3467, 3.4494], [4.8948, 5.6428, 5.0298], [4.6343, 4.6530, 3.4209], [2.8128, 4.1588, 6.0458], [2.3645, 5.5527, 4.8300], [2.3742, 3.7306, 4.1912], [5.3280, 2.8056, -1.3914], [6.5721, 2.9849, 0.5521], [7.6900, 1.8770, 2.0556], [9.0130, 0.5820, 2.3980], [9.2104, 1.6024, 0.8256], [7.1200, -1.1638, 2.7696], [5.4366, 0.2747, -2.2271], [7.1734, -1.3287, -2.0342], [5.7541, -2.0908, -2.9631], [7.5441, -3.2127, -0.1715], [-3.7344, -1.2155, -3.9225], [-3.1727, -1.5028, -5.3364], [-2.9123, 0.1758, -5.5942], [-3.1558, 0.9649, -6.7886], [-1.8290, 0.7617, -4.7988], [-4.7373, -1.9072, -5.9554], [-5.4126, -1.2337, -7.0511], [-5.7568, -2.3496, -4.9949], [-2.5268, -1.8332, -6.9618], [-2.7035, -3.2606, -7.3390], [-1.0701, -1.6069, -7.0889], [-2.5088, 0.7020, -7.6284], [-3.0049, 2.0365, -6.6026], [-4.1890, 0.9096, -7.1208], [-0.8459, 0.4461, -5.1549], [-1.9066, 0.4642, -3.7472], [-1.8540, 1.8573, -4.8026], [-5.8724, -0.2945, -6.7270], [-6.2135, -1.8646, -7.4603], [-4.7524, -1.0442, -7.9017], [-6.1895, -1.5008, -4.4533], [-5.3345, -3.0569, -4.2712], [-6.5735, -2.8858, -5.4936], [-2.2003, -3.9191, -6.6223], [-2.2996, -3.4530, -8.3398], [-3.7532, -3.5614, -7.3896], [-0.5189, -2.1203, -6.2937], [-0.8092, -0.5493, -7.0594], [-0.6956, -1.9593, -8.0573], [-4.0421, 1.7442, 3.1422], [-5.5355, 1.4258, 2.8864], [-5.1592, -0.2328, 2.6421], [-5.6800, -1.1501, 1.6442], [-4.7533, -0.9579, 3.8500], [-5.5154, 2.2157, 1.3467], [-5.8170, 1.5891, 0.0714], [-4.4870, 3.2396, 1.1194], [-7.2525, 1.0598, 2.5922], [-8.0684, 2.3003, 2.5119], [-7.8953, 0.2776, 3.6713], [-6.7420, -1.3750, 1.7658], [-5.1531, -2.1132, 1.6666], [-5.5179, -0.7974, 0.6294], [-5.5972, -1.1382, 4.5195], [-4.0027, -0.3940, 4.4149], [-4.2913, -1.9249, 3.6207], [-4.9684, 1.0091, -0.3054], [-6.0562, 2.3471, -0.6870], [-6.7058, 0.9536, 0.1125], [-3.5139, 2.7857, 0.9002], [-4.3862, 3.8961, 1.9919], [-4.7515, 3.8964, 0.2816], [-7.9882, 2.8811, 3.4375], [-9.1237, 2.0628, 2.3338], [-7.7758, 2.9501, 1.6830], [-7.7132, 0.7313, 4.6514], [-7.5471, -0.7545, 3.7010], [-8.9782, 0.2020, 3.5170]]}



(2)
{"formula": "C33H79N7O13", "method": "the ωB97M-V functional and the def2-TZVPD basis", "e_lumo_ev": 0.36, "gap_ev": 9.8, "e_above_lowest_ev": 0.000, "smiles": "CNC(C)=O.CNC(C)=O.CNC(C)=O.CNC(C)=O.CNC(C)=O.CNC(C)=O.CNC(C)=O.COCCOC.COCCOC.COCCOC", "symbols": ["C", "N", "C", "C", "O", "H", "H", "H", "H", "H", "H", "H", "C", "N", "C", "C", "O", "H", "H", "H", "H", "H", "H", "H", "C", "N", "C", "C", "O", "H", "H", "H", "H", "H", "H", "H", "C", "N", "C", "C", "O", "H", "H", "H", "H", "H", "H", "H", "C", "N", "C", "C", "O", "H", "H", "H", "H", "H", "H", "H", "C", "N", "C", "C", "O", "H", "H", "H", "H", "H", "H", "H", "C", "N", "C", "C", "O", "H", "H", "H", "H", "H", "H", "H", "C", "O", "C", "C", "O", "C", "H", "H", "H", "H", "H", "H", "H", "H", "H", "H", "C", "O", "C", "C", "O", "C", "H", "H", "H", "H", "H", "H", "H", "H", "H", "H", "C", "O", "C", "C", "O", "C", "H", "H", "H", "H", "H", "H", "H", "H", "H", "H"], "xyz": [[-1.2383, 4.5398, -0.9847], [-2.2779, 4.9954, -0.0968], [-2.2279, 5.0043, 1.2761], [-3.5738, 5.3958, 1.8666], [-1.2532, 4.7070, 1.9317], [-0.7997, 5.3725, -1.5411], [-1.4721, 3.7048, -1.6409], [-0.4432, 4.2922, -0.2747], [-3.2019, 5.1718, -0.4493], [-4.2884, 4.5788, 1.8006], [-3.9388, 6.2927, 1.3690], [-3.3841, 5.6495, 2.9095], [-4.6514, 0.9495, 1.3723], [-5.1231, 0.2159, 0.2150], [-6.3837, -0.2075, 0.0446], [-6.5975, -1.1292, -1.1474], [-7.3025, 0.1001, 0.7901], [-5.0920, 0.5214, 2.2744], [-4.9721, 1.9912, 1.3343], [-3.5832, 0.9442, 1.5735], [-4.4306, -0.0201, -0.4761], [-7.1938, -2.0079, -0.9251], [-5.6314, -1.5109, -1.4886], [-7.0238, -0.4934, -1.9230], [0.9606, -0.3455, -3.2818], [1.9331, -0.2889, -2.2356], [3.2533, 0.0108, -2.3845], [4.0216, -0.1690, -1.0541], [3.7576, 0.6169, -3.3084], [0.0862, 0.2489, -2.9906], [0.5919, -1.3658, -3.4273], [1.3527, 0.0726, -4.2045], [1.7919, -0.6678, -1.3126], [5.0737, -0.1215, -1.3359], [3.8044, -1.1544, -0.6406], [3.8569, 0.6117, -0.3138], [-0.2321, -2.2437, -0.1057], [0.2006, -0.9542, 0.4097], [-0.5639, 0.1456, 0.3404], [-0.0205, 1.4045, 0.9799], [-1.6155, 0.2015, -0.3040], [0.5012, -2.9192, 0.3391], [-0.1150, -2.3397, -1.1867], [-1.2282, -2.5487, 0.2058], [1.1083, -0.8055, 0.8284], [1.0541, 1.5586, 1.0177], [-0.3963, 1.5180, 2.0001], [-0.5524, 2.1612, 0.4060], [-2.9033, -2.4223, -3.4222], [-2.6913, -0.9978, -3.1992], [-3.5610, -0.0360, -3.5889], [-3.3149, 1.3363, -2.9926], [-4.4725, -0.2379, -4.3775], [-1.9126, -2.8738, -3.4320], [-3.2091, -2.4979, -4.4680], [-3.6160, -2.9073, -2.7579], [-2.0808, -0.8214, -2.4099], [-3.9248, 1.4393, -2.0915], [-3.7239, 2.0726, -3.6811], [-2.2742, 1.5047, -2.7249], [3.7856, -3.9945, 1.0606], [4.0639, -3.2344, 2.2762], [3.3958, -2.0997, 2.5164], [3.5298, -1.4703, 3.8829], [2.5849, -1.6432, 1.7238], [4.1058, -3.5110, 0.1401], [2.7510, -4.3262, 1.0651], [4.4239, -4.8808, 1.1183], [4.7419, -3.6161, 2.9056], [4.0824, -2.0820, 4.5966], [2.4899, -1.4576, 4.2236], [3.8664, -0.4376, 3.9136], [-0.8848, -5.5159, -3.0441], [-0.6587, -6.0140, -1.7037], [0.3342, -5.6716, -0.8833], [0.1814, -6.1194, 0.5696], [1.3760, -5.1523, -1.2824], [-1.9130, -5.1555, -3.1059], [-0.7228, -6.2857, -3.7981], [-0.2686, -4.6581, -3.2990], [-1.3239, -6.7100, -1.4166], [-0.0113, -7.1878, 0.6867], [-0.5874, -5.4968, 1.0270], [1.1539, -6.0071, 1.0448], [-2.4498, -3.5384, 3.8615], [-3.7157, -2.9198, 3.7411], [-4.1666, -2.7578, 2.4241], [-4.4709, -4.0715, 1.7002], [-3.3049, -4.5913, 1.0399], [-3.5275, -5.6955, 0.2136], [-1.6750, -2.9127, 3.4028], [-2.4882, -4.4922, 3.3256], [-2.2147, -3.7083, 4.9075], [-3.4759, -2.0640, 1.9242], [-5.0872, -2.1707, 2.4324], [-5.3073, -3.8984, 1.0212], [-4.6559, -4.8503, 2.4436], [-4.4934, -6.1970, 0.3295], [-2.6783, -6.3744, 0.1991], [-3.6030, -5.3768, -0.8408], [2.4051, 8.7613, -3.0876], [2.9565, 8.1276, -1.9599], [2.1843, 7.1813, -1.2922], [2.2092, 5.8248, -2.0653], [2.0033, 4.8515, -1.0155], [2.2066, 3.5181, -1.4061], [2.9893, 9.6209, -3.4016], [1.3995, 9.1494, -2.8851], [2.3325, 8.0155, -3.8851], [1.1208, 7.4193, -1.1796], [2.6505, 6.9742, -0.3336], [3.1709, 5.5601, -2.5110], [1.3977, 5.6853, -2.7858], [1.9939, 2.9136, -0.5287], [3.2522, 3.3349, -1.6981], [1.6790, 3.1943, -2.3120], [3.0667, 2.6616, 3.0457], [4.1143, 1.7313, 3.3136], [5.3335, 2.1581, 2.7487], [6.4823, 1.2092, 2.9846], [6.0989, -0.0442, 2.4085], [6.8111, -0.3554, 1.2299], [2.1977, 2.3721, 3.6276], [2.8620, 2.7070, 1.9738], [3.4392, 3.6277, 3.4045], [5.5454, 3.1294, 3.2310], [5.2052, 2.4506, 1.6986], [6.6851, 1.1158, 4.0528], [7.3970, 1.6238, 2.5566], [7.8381, -0.6896, 1.3752], [6.6696, 0.4485, 0.4983], [6.2656, -1.1745, 0.7491]]}



(3)
{"formula": "C33H80FIN6O7PS", "method": "the ωB97M-V functional and the def2-TZVPD basis", "e_lumo_ev": -2.64, "gap_ev": 7.3, "charge": 1, "symbols": ["C", "C", "C", "C", "C", "C", "F", "C", "C", "O", "C", "C", "C", "N", "N", "N", "C", "S", "C", "C", "C", "N", "N", "N", "C", "C", "C", "C", "I", "P", "C", "C", "H", "H", "H", "H", "H", "H", "H", "H", "H", "H", "H", "H", "H", "H", "H", "H", "H", "H", "H", "H", "H", "H", "H", "H", "H", "H", "H", "H", "H", "H", "H", "H", "H", "H", "H", "H", "H", "H", "H", "H", "H", "H", "H", "H", "C", "C", "O", "H", "H", "H", "H", "H", "H", "C", "C", "O", "H", "H", "H", "H", "H", "H", "C", "C", "O", "H", "H", "H", "H", "H", "H", "C", "C", "O", "H", "H", "H", "H", "H", "H", "C", "C", "O", "H", "H", "H", "H", "H", "H", "C", "C", "O", "H", "H", "H", "H", "H", "H"], "xyz": [[-1.2940, 3.0763, -1.6685], [-0.1891, 2.7991, -0.9048], [0.2883, 1.7442, 0.1127], [1.3804, 2.6158, 0.8723], [2.0272, 2.5981, 2.2832], [2.6046, 1.3926, 2.9989], [3.1149, 3.4799, 2.1119], [0.9504, 0.6093, -0.8972], [2.2976, 0.1498, -0.2445], [3.3654, 0.9244, -0.7551], [4.5071, 1.0225, 0.0933], [1.3296, 1.1152, -2.3031], [2.1246, 0.2536, -3.3412], [1.2284, -0.2429, -4.3729], [3.0159, 1.2525, -3.9724], [2.8765, -0.9047, -2.8747], [-0.1028, -0.5497, -0.8600], [-1.4185, -0.0382, -2.0903], [0.3375, -1.8920, -1.4756], [-0.6083, -3.0844, -1.4295], [-1.5240, -3.3262, -2.6106], [-0.5487, -3.9001, -0.4608], [-0.6460, -0.5340, 0.5907], [-1.8585, -1.2547, 0.8068], [0.2878, -1.0703, 1.6996], [1.1334, -2.3402, 1.6115], [0.5747, -3.4910, 2.4800], [-0.8689, 0.9850, 0.8623], [-1.0454, 1.4161, 3.0248], [-2.7158, 1.6084, 0.4617], [-2.6495, 3.3523, 1.0374], [-3.8807, 0.8777, 1.6785], [-1.2427, 2.8519, -2.7374], [-2.1898, 3.5727, -1.3289], [0.6817, 3.3872, -1.2070], [0.9744, 3.6293, 0.8434], [2.2176, 2.6830, 0.1750], [1.3837, 3.1214, 2.9865], [1.8562, 0.7632, 3.4691], [3.1976, 1.7986, 3.8223], [3.3091, 0.8179, 2.4023], [2.4908, -0.8930, -0.4839], [2.2895, 0.2152, 0.8355], [5.3946, 0.9052, -0.5292], [4.5441, 0.2333, 0.8456], [4.5544, 2.0180, 0.5377], [1.8943, 2.0324, -2.2028], [0.4467, 1.4340, -2.8564], [1.7515, -0.7469, -5.0783], [0.7313, 0.5232, -4.8075], [3.8035, 1.4710, -3.3739], [3.3384, 0.9071, -4.8673], [3.8244, -0.6714, -2.6259], [2.8595, -1.6769, -3.5244], [-2.4070, -0.8662, -1.7442], [0.4677, -1.6753, -2.5342], [1.3144, -2.2154, -1.1440], [-2.5684, -3.3649, -2.3025], [-1.3905, -2.5834, -3.3936], [-1.2464, -4.2886, -3.0490], [-1.2087, -4.6661, -0.6044], [-2.4949, -1.1071, 0.0339], [-1.6238, -2.2411, 0.8810], [-0.3835, -1.2053, 2.5422], [0.9159, -0.2377, 1.9644], [2.0968, -2.0798, 2.0596], [1.3501, -2.7463, 0.6395], [1.0677, -3.5238, 3.4507], [-0.4986, -3.3932, 2.6540], [0.7156, -4.4433, 1.9763], [-3.2082, 3.9122, 0.2829], [-3.1709, 3.4794, 1.9823], [-1.6407, 3.7627, 1.0416], [-4.1328, 1.5720, 2.4755], [-4.8068, 0.7054, 1.1251], [-3.5820, -0.0697, 2.1168], [-8.2114, 2.6601, 1.9706], [-6.9822, 2.5396, 2.8464], [-5.8153, 3.0663, 2.1971], [-8.0596, 2.1314, 1.0286], [-9.0853, 2.2407, 2.4683], [-8.4182, 3.7064, 1.7321], [-6.7747, 1.4951, 3.0652], [-7.1307, 3.0653, 3.7946], [-5.9823, 3.9955, 2.0090], [0.1467, -7.4788, -4.3060], [1.4716, -6.8253, -3.9639], [1.6748, -5.6281, -4.7146], [0.0979, -7.7092, -5.3700], [-0.0005, -8.4007, -3.7427], [-0.6827, -6.8011, -4.0827], [2.3032, -7.4836, -4.2067], [1.5188, -6.5971, -2.8929], [0.9545, -5.0255, -4.5091], [-8.0109, -2.4521, 1.1570], [-7.0563, -1.4462, 1.7708], [-7.6717, -0.6806, 2.8011], [-8.8859, -1.9444, 0.7515], [-7.5294, -3.0139, 0.3553], [-8.3599, -3.1621, 1.9098], [-6.7230, -0.7280, 1.0211], [-6.1727, -1.9572, 2.1722], [-7.9681, -1.2886, 3.4857], [1.3211, 6.1033, -4.0402], [-0.0596, 6.7291, -4.1098], [-1.0831, 5.7443, -4.2254], [1.5071, 5.4939, -4.9249], [2.0971, 6.8664, -3.9713], [1.4044, 5.4501, -3.1663], [-0.1504, 7.3661, -4.9878], [-0.2406, 7.3452, -3.2224], [-1.0266, 5.1762, -3.4505], [2.0659, 0.6807, 7.3773], [2.0803, -0.8110, 7.1049], [0.8203, -1.2788, 6.6260], [1.2924, 0.9254, 8.1050], [3.0283, 1.0198, 7.7619], [1.8470, 1.2386, 6.4617], [2.2813, -1.3690, 8.0174], [2.8633, -1.0576, 6.3785], [0.6262, -0.8071, 5.8121], [7.4558, -1.7814, -1.6301], [8.4054, -0.7771, -1.0034], [7.8220, -0.1177, 0.1196], [6.5342, -1.2863, -1.9436], [7.9073, -2.2608, -2.4989], [7.1859, -2.5595, -0.9120], [8.6603, 0.0070, -1.7143], [9.3314, -1.2722, -0.6969], [7.6068, -0.7906, 0.7726]]}



Q: Number 2 is which compound?
A: C33H79N7O13